Entry 1:
Here is C10H6F5PtS3 as an isolated structure from the Open Molecules 2025 dataset. Energies are from ωB97M-V/def2-TZVPD.

ORCA input file:
```
! wB97M-V def2-TZVPD RIJCOSX def2/J DEFGRID3
* xyz -1 1
F 2.5636 1.9436 4.4260
H -4.0586 0.2326 -3.4554
S 1.7898 -1.1282 0.3159
C 2.4403 -1.6504 4.2839
H -2.5257 1.4438 -5.1479
C -1.4238 0.7509 -3.4106
S 0.2666 1.1467 -3.0801
C 2.2035 0.4982 2.5931
C 2.4413 0.6994 3.9441
C -3.6906 0.2504 -2.4285
F 2.5562 -2.7100 5.0972
C 2.0710 -0.7657 2.0357
S -1.5452 0.8157 -0.7472
H -2.3071 -0.3079 -5.0694
C -1.8292 0.6515 -4.8592
Pt 0.6253 0.4359 -0.9575
H -0.9546 0.7266 -5.5065
F 2.8054 -0.1862 6.1021
H -4.2856 0.9809 -1.8717
F 2.0895 -3.0873 2.5051
H -3.8845 -0.7259 -1.9744
C -2.2306 0.5864 -2.3711
F 2.1201 1.5974 1.8436
C 2.5644 -0.3754 4.7988
C 2.1985 -1.8230 2.9340
*
```

The total energy is -59809.129 eV. For the lowest unoccupied orbital energy, the calculation gives 2.57 eV. As for the HOMO energy: -3.7 eV. The energy above the lowest of the compared OMol25 structures with the same formula, charge and spin is 0.000 eV. The orbital gap is 6.238 eV. As for the molar mass: 512.4 g mol⁻¹.


Entry 2:
Here is a single C8H12Cl2N2O2 molecule in a non-equilibrium geometry from the Open Molecules 2025 dataset. Energies are from ωB97M-V/def2-TZVPD.

ORCA input file:
```
! wB97M-V def2-TZVPD RIJCOSX def2/J DEFGRID3
* xyz 0 1
C -2.2838 -0.0377 -0.8828
H -1.1854 -2.2973 0.8985
H 2.4717 1.9555 -0.1496
C 1.4803 2.0401 0.3361
C 0.3072 0.0453 -1.0615
H 2.8177 0.0127 0.1459
O 1.5027 -0.6439 -2.8891
H 1.7276 -1.2616 0.9498
O -1.0534 -0.1748 3.1220
C -0.9931 -0.5604 -0.4626
H -2.4491 -0.1965 -2.0433
C -1.0144 -2.1094 -0.2355
H 1.4471 2.4493 1.3853
Cl -1.4956 1.8304 1.4284
C -0.5194 0.3441 0.9991
C 1.9343 -0.2773 0.8671
H 0.7815 2.5872 -0.3068
N 1.1199 -0.8322 -1.7469
H -0.0843 -2.5010 -0.5817
H -2.3087 1.0882 -0.8642
H -1.7374 -2.6939 -0.8952
C 0.8414 0.6359 0.3638
H 2.2548 0.0206 1.8759
Cl -0.1358 1.5626 -2.1441
N -0.4481 -0.5089 2.1449
H -2.9776 -0.4771 -0.2534
*
```

The total energy is -40603.735 eV. For the lowest unoccupied orbital energy, the calculation gives -1.17 eV. As for the HOMO energy: -9.6 eV. The energy above the lowest of the compared OMol25 structures with the same formula, charge and spin is 4.824 eV. Its structure (SMILES) is CC1(C)[C@](Cl)(N=O)C(C)(C)[C@]1(Cl)N=O. The orbital gap is 8.454 eV. As for the molar mass: 239.1 g mol⁻¹.


Entry 3:
Here is C40H43BN6O3SSb2Sn as an isolated structure from the Open Molecules 2025 dataset. Energies are from ωB97M-V/def2-TZVPD.

ORCA input file:
```
! wB97M-V def2-TZVPD RIJCOSX def2/J DEFGRID3
* xyz 2 1
C -2.6609 -1.7856 4.3081
H 0.2225 5.2260 -1.8761
H 6.5148 2.0607 1.5808
H 2.5133 4.5489 -0.0609
H 4.9600 1.5846 -0.2866
H -1.0175 -5.4013 1.6181
C -1.2922 -5.9379 -0.4324
Sb 1.2988 -0.4869 2.9416
C 3.4514 0.7434 0.9800
H 1.5890 -3.9584 4.9889
C -1.0963 -3.2199 -1.0016
C -2.7259 0.5494 1.5660
H -1.0373 -2.1732 -1.2480
C -1.6181 0.0312 -4.7394
H -4.7680 -0.0215 1.4351
H -0.0047 -2.3069 -4.6437
H 1.1142 3.7970 0.6854
C 3.1115 0.4232 2.2847
H -1.4222 2.8623 3.5310
O -0.5730 1.4184 1.7390
C -2.5105 -2.4506 3.0946
C 3.9704 0.6896 3.3495
H -2.5927 1.4591 -1.9860
H -0.1000 -0.6437 5.7645
H 3.0054 -2.4386 3.6361
H 0.2807 -2.8031 5.0236
H -1.8472 -1.2159 4.7411
C -0.2648 1.3198 6.6093
H -5.8755 -2.6366 4.9517
H 0.0583 5.8323 0.6048
C 1.1092 -3.1690 4.4077
N -0.6879 -0.3128 -3.8490
C -2.1472 0.9396 -2.8189
H -3.4510 1.2712 -4.5752
C 2.2265 -2.0034 -1.0115
C -2.2167 2.2584 3.1208
N -1.8300 1.3952 2.1549
Sb -0.7002 -2.4163 2.0032
C -3.8786 -1.8543 4.9732
H 2.6341 -2.9996 -4.0791
N -1.0094 0.2376 -2.6522
C -1.2927 -4.1335 -2.0286
H -3.4574 -3.6479 1.5630
C 2.3809 -2.5821 -3.1135
N 1.2784 -1.3339 -1.6903
N 0.7689 5.7566 -0.1075
C -1.0809 -5.0340 0.6012
H 3.7592 -3.4844 -1.6280
N 1.3930 -1.6937 -2.9890
C -4.9301 -2.5760 4.4249
C -1.3875 -5.4904 -1.7437
H -1.3669 -3.7768 -3.0503
H 3.6982 0.4534 4.3725
C 4.6837 1.3364 0.7319
H -4.0023 -1.3478 5.9231
H -5.6002 -3.7766 2.7702
C 1.1270 3.7042 -1.4173
H 1.5842 2.5619 3.4427
O 0.4100 4.3552 -2.2950
H -1.5392 -6.2020 -2.5465
H -0.2579 3.3735 7.2281
B 0.4940 -1.2872 -4.2223
H -1.5551 -0.3126 -5.7626
C -3.5661 -3.1554 2.5219
H 1.3887 -4.0413 2.4311
C 5.5535 1.6028 1.7801
C -3.5302 2.3369 3.5170
C 0.1049 0.4114 5.6201
H 0.9407 4.1651 5.2088
H 2.7936 0.5477 0.1538
Sn 0.2173 0.4876 -0.8609
C -4.0652 0.6394 1.9247
C 1.0559 2.2147 4.3220
C 5.1975 1.2832 3.0869
O 1.5122 2.5568 -1.6133
H 2.3353 -1.8688 0.0526
C 2.9478 -2.8156 -1.8664
H 5.8733 1.4944 3.9065
H -0.0177 -4.6579 3.3071
S -2.1818 -0.6318 0.4020
C 0.0243 2.6684 6.4541
C -4.7769 -3.2206 3.2016
H -5.5172 1.5899 3.1816
C 1.4300 4.4561 -0.1258
H -3.8088 3.0387 4.2908
H 2.4494 -1.5912 5.0840
C 0.6945 3.1141 5.3164
H 1.2001 -0.7435 -5.0361
C -0.9836 -3.6728 0.3085
C 2.1221 -2.0533 4.1514
C -2.5716 0.8380 -4.1276
C 0.5767 -3.7653 3.1091
H -0.7656 0.9697 7.5042
C 0.7589 0.8621 4.4785
H -1.3755 -6.9947 -0.2073
C -4.4736 1.5300 2.9001
H 1.4128 6.5276 0.0009
*
```

The total energy is -87663.644 eV. For the lowest unoccupied orbital energy, the calculation gives -6.89 eV. As for the HOMO energy: -12.9 eV. The energy above the lowest of the compared OMol25 structures with the same formula, charge and spin is 0.837 eV. The orbital gap is 5.959 eV. As for the molar mass: 1060.9 g mol⁻¹.